[1]
Computed, not measured: a cluster of 8 separate species, CH19O8 in total in a non-equilibrium geometry, with ωB97M-V/def2-TZVPD.

The energy above the lowest of the compared OMol25 structures with the same formula, charge and spin comes out at 38.6 kcal/mol. Its multiplicity is 1. Its net charge is +1. For the total energy, the calculation gives -17714.6712 eV. For the HOMO-LUMO gap, the calculation gives 8.3 eV.

Each line ends with the Löwdin charge.
Geometry (Å):
O  -6.8513  13.8971  45.1556  -0.025
C  -7.3895  12.9791  41.7000  -0.239
O  -5.2309  15.6124  41.9846  0.343
H  -5.6681  9.9342  40.8074  0.039
H  -4.8480  12.3672  43.2167  0.059
H  -8.6417  14.6077  39.0679  0.030
O  -10.8369  14.1305  42.8048  -0.045
H  -7.7420  13.9564  42.0299  0.050
H  -5.4320  16.0477  41.1529  0.165
O  -4.2806  11.9986  43.8977  0.344
O  -4.8815  10.4552  40.9693  -0.057
H  -4.8226  11.7826  44.6600  0.170
H  -11.0200  14.4487  43.6889  0.036
H  -6.5331  13.0566  45.4851  0.021
H  -7.5259  12.9101  40.6207  0.068
O  -5.4422  14.6630  38.9753  -0.022
O  -8.1614  15.4313  38.9837  -0.051
H  -7.2395  15.1737  38.9933  -0.040
H  -8.0822  12.2970  42.1929  0.085
O  -6.0434  12.9199  42.1051  -0.428
H  -5.4870  14.6877  41.9535  0.070
H  -3.6033  12.6540  44.0805  0.179
H  -9.9601  14.4601  42.6080  0.003
H  -5.4535  13.7268  38.7767  0.073
H  -5.2125  11.3138  41.2330  -0.038
H  -4.5769  14.8175  39.3544  0.046
H  -4.2801  15.6181  42.1174  0.176
H  -6.7801  13.8242  44.2038  -0.013

***

[2]
Computed, not measured: a cluster of 10 separate species, CH21O16P2 in total in a non-equilibrium geometry, with ωB97M-V/def2-TZVPD.

The energy above the lowest of the compared OMol25 structures with the same formula, charge and spin comes out at 145.3 kcal/mol. Its multiplicity is 1. Its net charge is -3. For the total energy, the calculation gives -52711.9663 eV. For the HOMO-LUMO gap, the calculation gives 3.2 eV.

Each line ends with the Löwdin charge.
Geometry (Å):
O  -3.4969  -1.2195  0.4920  -0.061
O  1.5243  4.6817  -0.4770  -0.517
H  -2.6257  -0.1221  -2.5456  0.044
O  -0.6321  -3.5943  -0.4183  -0.132
H  -2.3892  -1.8242  -3.0030  0.043
H  -1.2150  -3.1065  2.4545  0.147
O  -0.3474  0.2245  0.7332  0.209
H  -2.9502  -1.2267  -0.2937  0.000
H  -4.3516  -0.9153  0.1868  0.012
O  1.5070  0.0825  -2.2390  0.189
C  -1.8898  -0.9180  -2.6600  -0.339
O  -0.3836  -3.5344  2.2371  0.255
O  1.0356  -1.6405  1.6234  -0.415
O  3.2675  -2.0239  1.8693  -0.521
H  0.3116  -3.5423  -0.2666  -0.084
O  -1.7233  3.1646  -0.1695  -0.103
H  -0.8449  2.9396  0.1372  -0.067
H  -0.4929  -0.1647  -0.1323  0.070
H  0.2280  -2.8606  1.9313  -0.014
H  -0.8296  -2.8334  -0.9644  -0.035
O  3.0281  2.8351  -0.0975  -0.504
H  0.1146  1.0631  0.8020  0.030
O  1.3536  2.4992  -1.9238  -0.421
H  0.3427  3.1700  3.1200  0.156
O  0.7130  2.4795  0.6276  -0.415
P  2.2432  -1.9904  0.7173  -0.021
H  0.5737  -0.1162  -2.1338  0.062
H  0.1213  -0.4833  1.1815  0.008
O  0.5066  3.9142  2.5362  0.272
O  -0.9449  -1.0805  -1.6510  -0.376
O  1.8453  -3.3822  0.1666  -0.445
H  -1.4307  -0.6099  -3.5993  0.041
H  1.4576  4.0407  2.4997  0.149
O  2.6466  -0.8417  -0.2404  -0.367
H  -0.0746  -3.8713  3.0813  0.148
H  -1.5985  3.4307  -1.0805  0.021
P  1.5291  3.1142  -0.4702  -0.047
H  2.0180  -0.4106  -1.5930  0.009
H  1.5629  1.0272  -2.0779  -0.020
H  0.2906  3.6459  1.6401  0.040

***

[3]
Computed, not measured: a structure of composition CH22F3O18PSZr in a non-equilibrium geometry, with ωB97M-V/def2-TZVPD.

The energy above the lowest of the compared OMol25 structures with the same formula, charge and spin comes out at 153.6 kcal/mol. Its multiplicity is 1. Its net charge is 0. For the total energy, the calculation gives -67800.5004 eV. For the HOMO-LUMO gap, the calculation gives 4.0 eV.

Each line ends with the Löwdin charge.
Geometry (Å):
H  -0.0258  4.2483  0.6769  0.053
O  1.0051  1.8466  4.8988  -0.054
F  0.4210  0.2552  2.3900  0.150
F  1.0943  -1.5080  1.3067  0.141
O  -0.5963  -1.2057  -1.0092  -0.460
H  3.2560  3.6467  -0.8688  0.060
O  4.5590  1.5899  1.3792  -0.074
H  2.1860  2.5929  -1.1086  0.017
O  -1.9654  -0.5189  0.8217  -0.254
H  1.8869  -2.7477  -1.0075  0.080
O  -2.7550  -1.9292  -2.6786  -0.261
O  0.2961  3.8036  -0.1136  -0.055
O  -1.0867  -0.0110  -3.1797  -0.123
O  1.4776  -1.2792  -3.1494  -0.122
H  -1.5322  0.7687  -2.7917  0.051
H  -3.8969  -0.9659  0.5157  -0.019
O  -0.8208  1.1801  -0.4816  -0.320
H  3.8834  1.6413  0.6858  -0.024
H  3.4819  -1.5764  3.1084  0.024
Zr  -0.5664  -2.3062  -2.9109  1.768
O  -2.3326  2.0569  3.3515  -0.052
H  1.1455  -4.0828  -1.1504  0.105
F  1.6585  0.5683  0.7004  0.148
H  -4.3418  -1.3410  1.9197  0.020
O  -2.0479  2.6405  -2.5222  -0.035
H  -1.7845  1.2673  3.3811  0.007
H  -3.2335  1.7286  3.4350  0.037
O  1.1341  -3.1613  -1.4454  -0.107
H  -0.7663  0.2942  -4.0397  0.087
H  4.0802  1.7511  2.1986  0.030
H  0.8281  0.9580  4.5767  0.007
H  -0.1523  2.9469  -0.1160  -0.017
O  -4.6320  -1.3526  1.0043  -0.076
O  -1.4427  -3.6882  -1.7099  -0.563
S  -0.8083  -0.1887  0.0461  0.615
H  -1.6775  3.1473  -3.2540  0.060
H  1.7572  -0.3579  -3.2321  0.105
C  0.7258  -0.2323  1.1928  -0.624
P  -3.0289  -3.3072  -1.8490  0.427
H  2.2907  -1.7725  -2.9855  0.088
H  2.6144  -2.8243  3.2277  0.023
O  3.1025  2.6975  -0.8316  -0.055
H  -1.2889  2.4325  -1.9563  -0.002
O  -4.1706  -3.9439  -2.6514  -0.373
H  1.1098  1.7426  5.8498  0.039
O  3.2559  -2.2936  3.7102  -0.053
O  -2.2967  -3.2103  -3.3339  -0.423

***

[4]
Computed, not measured: a structure of composition CH22F3O22P2SZr in a non-equilibrium geometry, with ωB97M-V/def2-TZVPD.

The energy above the lowest of the compared OMol25 structures with the same formula, charge and spin comes out at 0.0 kcal/mol. Its multiplicity is 1. Its net charge is -3. For the total energy, the calculation gives -85295.0626 eV. For the HOMO-LUMO gap, the calculation gives 3.8 eV.

Each line ends with the Löwdin charge.
Geometry (Å):
H  2.6425  -0.0778  -2.0194  0.015
O  1.6442  3.1314  -1.5332  -0.097
O  -2.8976  -1.6534  2.4382  -0.121
O  -1.5344  4.3301  -0.0523  -0.077
O  -0.9046  -3.3262  1.6069  -0.157
O  -2.5088  1.9643  -4.3543  -0.063
H  0.8929  2.6100  -1.1894  -0.017
O  2.9287  -0.5276  -1.2021  -0.135
H  -2.5450  1.5726  -3.4756  0.008
H  -1.2689  3.8743  -0.8541  0.004
H  0.3446  2.2909  2.5929  -0.026
O  0.5093  -4.2520  -0.0204  -0.402
O  2.3859  -3.9681  -1.4604  -0.484
H  -1.1686  2.0846  2.5058  -0.017
S  -0.6064  0.5870  -0.1418  0.606
H  -1.1807  -4.1411  2.0307  0.030
H  2.3937  2.8140  -1.0017  0.015
O  1.7372  1.2987  2.3331  -0.473
O  2.6052  -4.9176  0.7365  -0.494
O  2.1688  -2.2176  0.5609  -0.539
O  -1.5599  0.4341  0.9281  -0.283
H  -2.2335  -2.3172  2.1602  -0.032
H  2.0084  1.8508  -2.7093  0.016
H  -0.4070  -3.6362  0.7471  -0.081
O  3.9335  0.9142  2.1930  -0.482
H  2.7982  -1.4838  -1.3712  0.041
H  -0.7527  4.2921  0.5100  0.030
H  -1.8368  1.4548  -4.8140  0.027
F  -2.3427  -0.0566  -2.1879  0.107
F  -1.3428  -1.7532  -1.2584  0.172
Zr  2.5907  -0.3735  1.1836  1.971
H  -3.8867  1.7751  1.8834  0.024
H  -2.7029  -4.7332  -0.9715  0.029
O  -2.5118  -4.6691  -1.9114  -0.057
H  -2.9287  -3.8495  -2.1878  0.012
H  0.6451  -0.6650  3.3215  0.082
P  1.9901  -3.6909  0.0283  0.039
O  -3.7968  2.6265  2.3224  -0.067
O  -0.5664  1.9453  -0.6681  -0.312
O  0.9811  -1.2200  2.6093  -0.115
O  3.3393  3.4511  2.4391  -0.318
H  0.2778  -1.8778  2.4290  0.060
O  2.0474  0.9874  -3.1728  -0.062
O  0.6989  0.0547  0.2076  -0.405
H  -2.4944  -0.8104  2.2087  -0.029
C  -1.1976  -0.5038  -1.6428  -0.608
F  -0.2452  -0.4916  -2.5797  0.131
H  1.8246  1.1859  -4.0837  0.049
O  2.8031  1.7052  0.4400  -0.449
O  -0.5099  2.7077  2.8266  -0.093
H  -3.2478  3.1483  1.7229  0.019
P  2.9875  2.1221  1.8977  0.010

***

[5]
Computed, not measured: a structure of composition CH22Mn2O14 in a non-equilibrium geometry, with ωB97M-V/def2-TZVPD.

The energy above the lowest of the compared OMol25 structures with the same formula, charge and spin comes out at 11.9 kcal/mol. Its multiplicity is 11. Its net charge is +2. For the total energy, the calculation gives -92688.1580 eV. For the HOMO-LUMO gap (alpha / beta), the calculation gives 8.3 / 7.9 eV.

Each line ends with the Löwdin spin population.
Geometry (Å):
H  -3.1848  0.7465  1.6048  0.002
H  -4.1563  -0.2038  2.3521  0.004
O  -1.1353  2.8337  -2.0169  0.001
H  -2.8090  0.5282  -3.5110  0.000
O  0.4010  -3.7865  -0.4125  0.036
H  0.0586  -4.6914  -0.4898  0.002
O  -3.2202  -0.0811  2.1201  0.046
H  0.2778  2.2497  1.9057  0.000
H  -0.7536  1.9952  -1.7126  0.000
O  2.3054  2.0169  -0.5047  0.000
H  1.4846  1.4854  -0.4661  0.000
H  -2.0756  2.7971  -1.8065  0.000
H  -2.6664  -2.2211  -1.6693  0.002
O  -1.8050  -2.3997  -2.0775  0.041
O  -3.3329  0.7399  -2.7279  0.000
H  1.2154  -0.5139  3.6784  0.003
H  2.9926  1.5104  -0.0546  0.000
H  1.1899  -1.9771  3.0900  0.003
H  1.4484  0.5478  -3.3695  0.001
H  2.2467  1.3708  -2.3399  0.000
H  0.9072  -3.7754  0.4090  0.001
H  2.6321  -0.9496  -0.4835  0.002
O  -0.6395  0.7910  1.1364  0.065
H  -2.7801  0.4884  -1.9810  0.000
O  0.6806  -1.1558  3.1286  0.045
O  0.0149  0.3152  -0.9950  0.050
H  0.9215  3.5450  1.3921  0.000
H  3.0198  -2.0884  -1.4486  0.003
O  -0.6262  -1.2517  0.4027  0.092
C  -0.4241  0.0082  0.1611  0.014
O  1.7089  1.1398  4.0259  0.001
Mn  0.2122  -1.8664  -1.5909  4.773
H  2.6369  1.0999  3.7591  0.000
Mn  -1.2809  -0.8501  2.4006  4.770
H  1.2597  1.6245  3.2999  0.000
O  2.2509  1.0662  -3.2643  0.002
O  0.7671  3.0359  2.2001  0.000
O  2.2617  -1.5710  -1.1255  0.041
H  -2.0041  -2.5527  -3.0189  0.003

***

[6]
Computed, not measured: a cluster of 11 separate species, CH23O11 in total in a non-equilibrium geometry, with ωB97M-V/def2-TZVPD.

The energy above the lowest of the compared OMol25 structures with the same formula, charge and spin comes out at 29.9 kcal/mol. Its multiplicity is 1. Its net charge is -1. For the total energy, the calculation gives -23934.2910 eV. For the HOMO-LUMO gap, the calculation gives 8.8 eV.

Each line ends with the Löwdin charge.
Geometry (Å):
H  2.1451  0.4469  0.6054  0.085
H  2.4671  -2.9201  -2.0706  -0.003
H  0.1661  2.7319  0.3874  -0.005
O  -1.9349  1.4319  -0.0376  -0.076
H  1.8421  -0.4221  -0.8386  0.049
H  0.7801  -1.9631  0.4294  -0.045
O  -0.0149  3.4029  -0.3116  -0.092
H  0.0831  -3.2461  0.6834  0.023
H  1.2691  -1.9941  -2.3846  -0.024
H  -1.0019  -1.1701  -2.1836  0.054
O  1.8131  -2.7331  -2.7106  -0.068
H  -1.1789  -0.2151  2.7574  -0.042
H  0.5301  -0.2481  2.0694  -0.032
H  0.2851  -0.5981  -1.5346  -0.008
C  1.4091  0.2839  -0.1776  -0.226
O  0.9341  -2.8361  0.7664  -0.052
O  0.3561  2.0239  2.1854  0.001
O  0.1861  -0.3211  0.2224  -0.440
H  -1.0889  1.0679  0.1664  -0.056
O  -0.4739  2.0729  -2.9126  -0.022
O  -0.1149  -0.8881  -2.3796  -0.057
O  -2.1359  -1.8971  0.5434  -0.054
H  -0.5569  2.1259  -3.8266  0.003
H  -0.4989  1.1499  -2.6486  0.008
H  0.8761  -1.6371  2.5684  0.005
H  0.5141  2.5819  2.9364  0.065
H  1.1491  1.0979  -0.8416  0.062
H  1.2251  1.9579  1.8504  0.017
H  -1.3769  -1.3491  0.4164  -0.039
H  -2.3899  -2.0031  -0.4066  0.058
O  -2.0979  -0.3681  2.8674  -0.046
O  0.7021  -0.7601  2.8654  -0.069
H  -1.6179  2.3629  0.0354  0.023
H  -2.5589  -0.2141  2.0694  -0.015
H  0.3071  3.0439  -1.1596  0.017

***

- Which value of total energy does entry 6 give?
  -23934.2910 eV